# C3H3NOS

A single C3H3NOS molecule (the ωB97M-V functional and the def2-TZVPD basis, OMol25).

XYZ file:
```
9
Properties=species:S:1:pos:R:3:forces:R:3:mulliken_charge:R:1
S -2.3696 -0.3528 -0.0715 0.8 1.9 0.3 -0.225
C -0.5810 -0.0822 -0.1063 -2.5 -2.8 0.4 0.263
C 0.3037 0.8976 -0.0645 -2.3 2.8 -0.6 -0.073
N 1.5136 0.3868 -0.0799 3.6 -0.4 0.4 -0.503
C 1.3865 -0.8834 -0.0589 2.1 -1.5 1.0 0.052
O 0.1174 -1.3032 -0.0716 -0.7 1.2 0.0 -0.322
H -2.6861 0.9748 0.2981 0.4 -1.5 -0.4 0.143
H 0.0916 1.9724 -0.0635 0.2 -0.6 0.0 0.356
H 2.2238 -1.6101 0.2180 -1.6 1.0 -1.0 0.309
```
Forces are in eV/Å.

Summary:
**Lowest unoccupied orbital energy**: 0.6031 eV
**Frontier orbital gap**: 9.36 eV
**DFT total energy**: -644.25771 hartree
**HOMO energy**: -8.76 eV
**Maximum force**: 3.77 eV/A

# C3H3NOS

A single C3H3NOS molecule (the ωB97M-V functional and the def2-TZVPD basis, OMol25).

XYZ file:
```
9
Properties=species:S:1:pos:R:3:forces:R:3:mulliken_charge:R:1
S -1.4096 1.0947 0.5926 -2.3 1.5 0.6 -0.292
C -0.1970 0.1602 -0.0512 1.9 0.1 1.3 0.651
N 0.0983 -0.1740 -1.2220 -0.4 0.4 -2.2 -0.462
C 1.2395 -0.9647 -1.1321 -1.4 -2.6 -5.7 -0.212
C 1.4818 -1.1806 0.1122 2.5 -0.2 6.3 -0.085
O 0.6647 -0.2347 0.9181 1.0 -2.8 -1.9 -0.314
H -2.2192 0.9376 -0.4665 0.0 0.2 0.0 0.149
H 1.4594 -1.6110 -2.1701 0.0 2.0 3.4 0.256
H 2.1628 -1.8359 0.7914 -1.3 1.5 -1.7 0.309
```
Forces are in eV/Å.

Summary:
**Lowest unoccupied orbital energy**: 0.7745 eV
**Frontier orbital gap**: 9.75 eV
**DFT total energy**: -644.23169 hartree
**HOMO energy**: -8.98 eV
**Maximum force**: 6.77 eV/A